ORCA calculation (ωB97M-V with the def2-TZVPD basis set) on C4H9N2P in the gas phase in a non-equilibrium geometry.

Calculated values
ΔE to the lowest compared entry with this formula, charge and spin = 115.02 kcal/mol

Structure (XYZ):
```
16
Properties=species:S:1:pos:R:3:mulliken_charge:R:1
P 1.45777 -0.29077 -1.27225 -0.108
H 2.52073 -0.83272 0.71937 0.325
N -2.30095 1.53771 -1.85579 -1.187
H -1.19950 -1.05502 0.94789 0.324
H -2.22700 1.20311 -2.85079 0.220
H 0.13767 -0.80842 -1.92412 0.043
H 0.65837 -0.58100 2.43716 0.328
C 0.69545 -0.11601 1.48687 -0.504
H 1.02865 0.95497 1.62384 0.286
C 1.46180 -0.95261 0.45769 -0.637
C -0.94705 0.54456 -0.26201 0.001
H 1.27040 -2.11340 0.28948 0.310
N -1.71266 0.87678 -1.07311 0.750
H 1.30569 1.13295 -1.44643 0.080
C -0.78500 -0.08285 1.04437 -0.528
H -1.36436 0.58273 1.67784 0.295
```

=====

ORCA calculation (ωB97M-V with the def2-TZVPD basis set) on a gas-phase ion, C9H17BrF3N3O4PSSi (charge +1) in a non-equilibrium geometry.

Calculated values
structure (SMILES) = C[Si](C)(C)OCCc1nn(COC(F)(F)F)c(Br)[n+]1P(O)(O)=S
net charge = +1

Structure (XYZ):
```
40
Properties=species:S:1:pos:R:3:mulliken_charge:R:1
H 0.72046 0.58769 -1.38115 0.369
F 1.51421 -1.38155 4.76454 -0.233
N 1.26044 -2.13024 1.76971 0.608
H 1.26760 4.51298 -1.86597 0.385
C -2.01987 4.04531 -2.63712 -1.066
H -2.81976 3.49171 -3.13191 0.304
F 2.53579 0.50417 4.63129 -0.221
F 3.64189 -1.29019 4.99591 -0.242
O -2.25209 -4.69584 1.21487 -0.491
P -2.36585 -3.17803 0.77180 0.533
H 0.78032 1.62930 -4.03628 0.320
C -0.91578 -0.55891 -0.55435 -0.015
H -2.40766 4.49102 -1.72471 0.326
H 0.17218 4.41190 -0.49187 0.303
Br 0.19146 -4.35097 3.08682 0.041
C 0.67141 3.82741 -1.26514 -1.105
O -2.40513 -3.19069 -0.81690 -0.443
H -1.71745 4.83769 -3.32283 0.325
H 1.37764 3.17126 -0.75223 0.346
C 2.62240 -0.75456 4.35210 0.944
H 0.00900 1.26833 0.11581 0.374
H 2.50835 -2.92871 3.22206 0.358
C -0.19288 -1.39852 0.42858 0.180
H -1.62379 -3.59264 -1.22558 0.393
N 1.00337 -1.16339 0.86829 -0.777
N -0.71095 -2.55169 1.03935 0.010
C 0.24819 -2.96630 1.88840 0.624
O 2.77591 -0.87770 2.99761 -0.336
C -0.20378 0.76528 -0.82827 -0.942
C 2.54585 -2.14568 2.47229 -0.644
H -1.93622 -0.36248 -0.22188 0.330
H 3.32668 -2.37866 1.75218 0.295
Si -0.56415 2.93042 -2.34396 0.426
C 0.18323 2.53863 -4.01143 -1.036
O -1.11059 1.52608 -1.60201 -0.286
S -3.66138 -2.14815 1.64235 -0.254
H 0.75262 3.39191 -4.37254 0.353
H -0.65199 2.39464 -4.70073 0.272
H -1.53962 -5.18148 0.77125 0.384
H -1.01007 -1.09937 -1.49837 0.286
```

=====

ORCA calculation (ωB97M-V with the def2-TZVPD basis set) on a molecular structure, C13H18N2O2PRhS2Se2Te2 in a non-equilibrium geometry.

Calculated values
ΔE to the lowest compared entry with this formula, charge and spin = 29.81 kcal/mol
net charge = -1
2S+1 = 2

Structure (XYZ):
```
43
Properties=species:S:1:pos:R:3:mulliken_charge:R:1
S -1.54025 1.45240 -1.28101 -0.519
H 0.03771 -5.79524 1.58717 0.402
H 1.62750 -0.36479 1.36787 0.273
C 0.08252 -2.55999 0.63504 0.706
Se -1.44706 -1.54749 3.46117 -0.637
Te -2.93055 -3.27186 2.57218 0.011
S 1.69422 1.81904 -1.55984 -0.386
C 1.31017 4.88721 -3.61437 -1.033
H 1.49890 4.87318 -1.45603 0.349
C 2.28647 -3.27773 1.26120 -0.873
H 3.33900 -3.05789 1.40088 0.352
H 2.45116 -5.32866 1.86301 0.374
P -0.03458 2.71381 -1.13034 1.339
C -1.88271 -4.00127 0.73019 -1.072
H -2.24241 2.60042 1.57973 0.222
H 1.77000 3.91211 -3.76805 0.250
C 0.72912 4.98703 -2.22215 -0.363
C 0.43299 -4.81063 1.36671 -0.993
C -2.37562 -3.18214 -0.42525 -0.567
C -1.86123 -1.83765 -0.44388 -0.816
C -0.10053 2.61843 1.52073 0.224
H -2.39864 -1.06630 -0.97584 0.216
H 2.84739 -0.89439 0.38939 0.282
H -3.43489 -3.26347 -0.63549 0.667
Rh 0.35189 -0.05540 -0.77250 -0.145
N 1.85188 -0.93916 0.55972 -0.417
H 0.24324 5.94969 -2.06749 0.344
H -2.15983 -5.05010 0.64904 0.626
H 0.52826 5.02299 -4.36255 0.270
Se 0.41994 -1.68131 -2.71872 -0.313
H -1.46182 2.38979 3.14994 0.386
C 1.78239 -4.54633 1.52618 -0.638
N -0.70666 -1.53308 0.05469 0.723
H 0.75734 2.86835 2.14521 0.337
O 0.03803 3.40564 0.31355 -0.479
H 2.06841 5.66080 -3.75639 0.366
O -0.30401 3.99838 -2.03814 -0.353
C 1.42836 -2.28947 0.82652 0.487
Te -1.29810 -3.46514 -2.51768 -0.059
H -1.50257 4.00079 2.38591 0.339
H -0.05470 1.55256 1.28630 -0.104
C -1.41001 2.92844 2.20207 -1.198
C -0.43072 -3.82154 0.91131 0.421
```

=====

ORCA calculation (ωB97M-V with the def2-TZVPD basis set) on a molecular structure, C24H49ClLuP2Se in a non-equilibrium geometry.

Calculated values
net charge = -1

Structure (XYZ):
```
78
Properties=species:S:1:pos:R:3:mulliken_charge:R:1
P -3.47653 -0.20351 -1.43018 0.457
H 6.33990 0.60568 -2.52897 0.456
C 3.52807 2.08463 0.96077 -1.259
Cl 0.29772 -1.71992 -1.45742 -0.668
C 3.77992 -2.31318 0.21684 0.645
H 4.04699 2.51249 0.09106 0.369
H -5.83870 -2.26781 -1.20671 0.285
C 1.08690 1.65921 5.31708 -0.430
H -4.66485 -1.40211 0.92289 0.280
C -4.93185 0.32290 -0.44013 0.560
H -6.06454 2.01010 0.26707 0.463
H -4.53573 1.65951 -4.55472 0.460
H 5.69626 -2.41156 1.34276 0.278
H 2.44945 2.02548 0.75195 0.054
C 0.22871 0.68104 4.79726 -0.597
H -2.30416 2.31748 -3.95061 0.488
H 6.15343 1.15188 -0.85940 0.255
C 4.54520 -0.16569 -1.60961 0.308
H 3.67281 2.77048 1.80600 0.442
H 2.94050 -3.17759 2.05868 0.434
H -3.24382 -3.97847 -1.76515 0.452
H 3.58032 1.77263 -1.99946 0.211
C 0.88381 2.90542 3.23415 -0.289
C -5.30582 -2.32118 -2.16633 -1.562
C -0.34396 0.82916 3.54322 -0.311
C -4.66595 0.87514 -3.78951 -1.448
H 3.54511 -2.61937 -0.82100 0.348
C -3.35032 0.72301 -3.01870 0.564
H -2.00269 -2.83834 -1.22636 0.186
H 3.60017 -0.80268 2.92949 0.353
P 3.88059 -0.51443 0.02785 0.082
H -5.35714 -3.36545 -2.50737 0.453
H -1.65887 2.03361 -2.32690 0.359
H 4.00917 0.80878 -3.44384 0.468
H -5.22562 2.35034 -1.26848 0.289
H 5.78452 -3.05510 -0.30729 0.309
H -5.66194 -0.06638 1.56255 0.433
C 6.01043 0.29256 -1.53364 -1.417
C 4.06300 0.69648 1.36181 0.395
C -5.13536 1.82996 -0.30446 -1.484
H 1.17602 3.75043 2.59574 0.351
H 0.01163 -0.19313 5.40056 0.364
H -5.78347 -0.11382 -0.99216 0.503
C -4.77926 -0.31071 0.95076 -1.299
H 0.40853 0.97062 -0.79002 -0.228
H -1.22906 -1.35266 1.00376 -0.286
H 2.06141 -3.55986 0.55137 0.352
Se -1.23618 2.35964 1.31354 -0.392
C -2.58938 2.05806 -2.92062 -1.495
Lu -1.08708 0.00072 -0.21062 0.251
H 6.68073 -0.51490 -1.21468 0.279
H 1.47076 1.58284 6.33975 0.333
C 3.61684 0.75763 -2.42016 -1.248
C -0.12298 2.00570 2.78729 0.081
H 4.97779 -3.96507 0.94857 0.523
C 1.45541 2.73955 4.50479 -0.447
H 2.60593 0.33734 -2.44044 0.169
H 5.16189 0.71425 1.44050 0.521
H 4.54085 -1.15904 -2.09484 0.267
H -3.44004 -3.12132 -0.22178 0.228
H 1.86421 -1.95983 1.27052 0.166
H 2.38367 0.51138 2.73845 0.070
H -3.90600 0.08693 1.49686 0.223
H -3.40326 -1.89155 -3.05696 0.280
H -3.22815 2.86120 -2.52564 0.222
C -3.82824 -1.93535 -2.04108 0.636
C 2.59227 -2.77223 1.09816 -1.438
C 5.13610 -2.95049 0.56918 -1.655
H -4.31922 2.30877 0.26521 0.160
C 3.45293 0.26505 2.70823 -1.201
H -1.02442 0.07934 3.13626 0.301
H -5.85769 -1.71027 -2.89172 0.264
H -5.52897 1.15772 -3.17581 0.257
H -2.72067 0.02895 -3.60234 0.350
H 2.19311 3.46054 4.87206 0.338
C -3.08053 -3.02163 -1.25534 -1.194
H -4.93470 -0.04605 -4.31487 0.274
H 3.95408 0.84602 3.50236 0.450
```

=====

ORCA calculation (ωB97M-V with the def2-TZVPD basis set) on 3 unconnected molecules or ions with the total composition C13H14F16NO5S.

Calculated values
ΔE to the lowest compared entry with this formula, charge and spin = 0.00 kcal/mol
net charge = -1

Structure (XYZ):
```
50
Properties=species:S:1:pos:R:3:mulliken_charge:R:1
F 0.17484 4.02115 -3.04749 -0.248
F 2.10533 2.98754 -2.93574 -0.297
H -1.82825 0.94864 -4.99233 0.315
C -1.10644 -0.12571 0.15812 1.044
H 0.69273 -0.03649 -0.38749 0.194
H 3.67366 -1.05817 3.04165 0.335
H -2.51742 0.24005 1.67956 0.335
F -0.85116 3.80645 -5.72625 -0.230
O 1.92892 -1.10437 4.16764 -0.371
C -2.11782 1.53955 -4.12113 -0.831
F 3.44902 -2.41489 6.02821 -0.274
F -4.02535 2.66197 -4.81944 -0.344
F 1.89889 -2.48086 2.38055 -0.301
H -2.94596 1.01602 -3.64136 0.470
H 3.59866 -0.10077 4.50363 0.402
C -1.17089 -1.59603 -0.09681 -1.304
S -3.79199 0.22841 -0.34114 1.125
F 1.14873 -3.69638 4.86502 -0.238
C 1.16372 -1.88299 3.33805 0.793
C 0.20961 1.67351 -3.37691 0.729
O -1.11973 1.54484 -3.13448 -0.145
H -0.36254 -2.38848 4.78313 0.253
F 0.52756 1.68426 -4.69282 -0.329
H 5.30270 -3.07158 3.38519 0.294
H -2.09285 -1.87945 -0.58554 0.399
H -1.11340 -2.15489 0.83302 0.173
C 4.64458 -3.33728 4.21660 0.090
F 5.26508 -1.41900 5.30555 -0.336
O -4.23501 -1.08238 0.12009 -0.673
C -2.70462 2.89149 -4.54586 0.951
F 0.28103 -1.07454 2.73066 -0.264
F 0.81146 0.60187 -2.82300 -0.307
O -3.25577 0.23975 -1.69829 -0.628
H -2.32726 2.85431 -6.68044 0.262
C 0.33978 -2.90520 4.12687 0.200
C 3.33320 -1.06744 4.07782 -0.712
C 4.12962 -2.07687 4.91441 0.863
C -2.16542 3.52216 -5.83034 0.098
F -2.63857 3.78577 -3.54190 -0.265
O -4.70434 1.32762 -0.03872 -0.733
F -2.82733 4.68384 -6.06309 -0.279
F -0.33643 -3.67859 3.25337 -0.240
F 5.35193 -4.06629 5.11450 -0.275
N -0.05082 0.56534 -0.03388 -0.652
C -2.31884 0.57831 0.66541 -1.095
H -2.14539 1.64566 0.63577 0.351
H -0.33835 -1.89115 -0.72963 0.405
C 0.78191 2.88605 -2.64052 0.261
H 0.64944 2.75129 -1.56519 0.242
F 3.62954 -4.09605 3.76496 -0.214
```

=====

ORCA calculation (ωB97M-V with the def2-TZVPD basis set) on a molecular structure, C25H21CaCl3NO9S2.

Calculated values
ΔE to the lowest compared entry with this formula, charge and spin = 9.99 kcal/mol
net charge = -1

Structure (XYZ):
```
62
Properties=species:S:1:pos:R:3:mulliken_charge:R:1
S 1.02287 3.01526 1.40887 0.546
H -1.56725 0.89703 -7.91386 0.375
C 2.42660 0.25581 0.99476 0.045
C 2.12724 -3.44327 1.93458 1.247
H -1.20379 3.78494 -0.28802 -0.052
C -0.14455 4.04412 -2.79257 -0.997
O -4.86287 0.91010 -0.82142 -0.673
H -0.99510 5.51259 -0.44543 0.497
H 1.79522 3.84805 6.90743 0.368
H 3.57707 -1.91438 2.41247 0.530
H 0.13261 -0.13207 -6.44946 0.397
O 3.02800 0.79503 1.93695 -0.743
H 0.33364 0.59689 -4.07279 0.376
C -2.22679 2.59187 -5.06374 -0.392
C -1.24554 2.02292 -4.26375 0.313
H 0.58753 3.87510 -3.58172 0.482
C 1.95428 -1.19779 1.19845 0.355
C -3.79171 0.85261 1.31752 0.585
H -3.09306 2.62658 -7.02194 0.369
C 0.94037 -3.73628 1.27393 -0.506
H 3.26121 4.01999 2.88541 0.403
C -3.77779 0.86960 -0.27939 0.136
C -0.39375 1.04205 -4.73920 -0.301
C 2.64927 4.02789 4.95012 -0.673
H 1.15881 5.24987 -1.59593 0.500
N 0.79542 -1.47389 0.60231 -0.300
Cl -5.33754 0.33663 1.98534 -0.142
C -2.33084 2.19404 -6.38718 -0.657
H -0.31922 2.85963 6.09454 0.419
C -1.47392 1.21973 -6.88488 -0.412
Cl -2.51415 -0.23203 1.96792 -0.101
O -1.44098 -1.83571 -0.72203 -0.617
O -2.61263 0.91950 -0.74587 -0.501
Cl -3.45311 2.52010 1.87727 -0.166
H 0.98824 5.35821 1.15502 0.438
C -0.51695 0.64249 -6.06300 -0.701
S -1.13939 2.54301 -2.56821 0.662
C 2.65437 -2.15826 1.90601 -0.605
C 0.25596 2.92976 4.03382 -0.341
O -1.43284 -4.05087 -0.27294 -0.802
O 2.81965 -4.40241 2.61854 -0.548
Ca -0.54958 0.28744 -0.16021 1.730
C 1.64325 3.69312 5.84670 -0.417
H -0.84225 4.82745 -3.10299 0.470
H 3.58646 4.43283 5.30978 0.376
H -0.65122 2.48143 3.64778 0.305
C 0.53499 4.36191 -1.46023 -0.649
H -2.91521 3.31938 -4.64972 0.406
H 0.50854 -4.72948 1.24248 0.434
C 2.46651 3.81383 3.59202 -0.484
C 1.26367 3.28634 3.15270 0.348
C -0.44744 4.57529 -0.30819 -0.030
H 1.20840 3.53186 -1.23224 0.212
O -0.14446 1.61039 -1.92205 -0.689
H -0.53990 4.76417 1.84814 0.495
O -0.11035 2.02418 1.32233 0.002
O 2.12515 0.72379 -0.13469 -0.650
C 0.29517 -2.70518 0.61651 -0.254
H 2.33086 -5.22929 2.55289 0.287
C 0.45452 3.13913 5.39099 -0.710
C 0.20476 4.59867 1.06815 -1.009
C -0.99817 -2.90092 -0.20143 0.016
```

=====

ORCA calculation (ωB97M-V with the def2-TZVPD basis set) on a molecular structure, C23H19N3O2Se3SnTe.

Calculated values
ΔE to the lowest compared entry with this formula, charge and spin = 0.00 kcal/mol
net charge = +2

Structure (XYZ):
```
52
Properties=species:S:1:pos:R:3:mulliken_charge:R:1
C -2.15172 -0.57503 4.01767 -0.463
H 3.49963 -1.48956 -3.73340 0.364
Sn -0.54376 0.04648 -0.43636 0.803
C -0.49276 -0.99936 2.59821 0.094
H -0.02686 -1.76467 -3.00467 0.445
Te -1.81102 4.54533 -0.43298 0.459
H -5.36870 -1.36457 -0.45851 0.429
Se 0.93804 2.08229 0.69497 0.050
H -4.53797 1.56934 3.42780 0.433
H -1.39633 -2.42334 -4.93280 0.410
H 0.86198 0.19984 -7.44617 0.402
H 1.38363 -2.56404 3.87223 0.547
C 2.23560 -1.51593 0.31304 0.308
H 2.20559 1.11899 -2.99908 0.478
C 2.86586 -2.67126 2.29784 -0.468
C -6.21629 0.05288 0.90951 -0.476
H 3.56864 -3.26678 2.86409 0.494
C 0.16067 -1.30744 -3.96991 -0.129
C 1.42467 0.16444 -5.38254 -0.417
C -5.18759 -0.71775 0.38959 -0.915
C -5.98131 0.86707 2.00980 -0.631
C -0.60918 -1.69221 -5.06102 -0.857
C 0.78926 -1.52716 2.09888 0.260
C 1.65552 -2.28900 2.86316 -0.709
C -4.71864 0.91867 2.57894 -0.261
C 1.17841 -0.37645 -4.12301 0.292
H 2.21286 0.89770 -5.51379 0.428
C -3.92399 -0.67403 0.96676 0.203
C -2.32592 0.24515 2.71355 -0.463
Se -2.90316 2.58108 0.15742 -0.001
H -3.14083 -1.31035 0.57086 0.568
H -2.12432 1.30361 2.90485 0.546
H -7.20075 0.01494 0.46386 0.447
O -0.87117 -1.26155 3.82989 -0.443
C -0.35977 -1.15145 -6.31198 -0.453
C 2.08192 0.03335 -2.98430 -0.405
H 4.10220 -2.53630 0.52664 0.565
N 1.55474 -0.32697 -1.65687 0.258
H -2.92295 -1.32984 4.15525 0.366
H -0.95471 -1.45444 -7.16250 0.412
N -1.22554 -0.24671 1.87291 0.273
N 1.06789 -1.15575 0.84784 0.252
H -2.05594 0.03724 4.90918 0.336
O 3.57616 -1.28089 -1.67557 -0.429
C 0.66156 -0.22363 -6.47143 -0.626
H -6.78205 1.46560 2.42249 0.421
C 3.16854 -2.27267 1.00266 -0.712
C 2.44349 -1.01853 -1.05980 0.135
C 3.46123 -0.68133 -3.00705 -0.503
C -3.68076 0.14653 2.06012 -0.406
H 4.30725 -0.01280 -3.13662 0.327
Se 0.59534 4.16408 -0.13435 -0.038
```

=====

ORCA calculation (ωB97M-V with the def2-TZVPD basis set) on a gas-phase ion, CHN4 (charge -1) in a non-equilibrium geometry.

Calculated values
ΔE to the lowest compared entry with this formula, charge and spin = 78.85 kcal/mol
net charge = -1

Structure (XYZ):
```
6
Properties=species:S:1:pos:R:3:mulliken_charge:R:1
N -0.74623 0.43432 0.06955 -0.694
N 0.28098 1.19044 -1.86918 -0.544
C 0.16102 -0.65746 0.80782 -0.094
H -0.58983 -0.81753 1.60065 0.280
N -0.29431 0.81300 -0.95773 0.705
N 1.18836 -0.96277 0.34889 -0.653
```

=====

Across the entries above, E_tot takes the values -608.49154; -4720.94129; -7353.55313; -5723.70936; -2930.87472; -4552.04198; -8888.75531; -257.66017 Eh, respectively.